The following is a DFT calculation (ωB97M-V/def2-TZVPD) of C4H6IN2O3 as an isolated structure.

Each line ends with the natural charge from an NBO analysis.
CARTESIAN COORDINATES (ANGSTROEM)
1 O 2.728123 0.423338 1.289681  -0.342
2 N 2.601948 0.289515 0.069586  0.317
3 O 1.707432 1.204682 -0.361768  -0.432
4 C 0.428416 0.588616 -0.748693  0.063
5 C -0.983973 1.284339 -0.185740  -0.251
6 N -2.165441 0.318078 0.026618  -0.660
7 C -1.541901 -1.060197 0.073762  0.670
8 O -2.040433 -2.270328 0.341482  -0.607
9 C 0.094244 -0.957456 -0.227552  -0.606
10 H 0.278090 0.729818 -1.911343  0.170
11 H -0.826583 1.917343 0.812722  0.204
12 H -1.332126 1.965194 -1.099840  0.188
13 H -2.447642 0.467982 1.032254  0.382
14 H 0.532781 -1.716614 -1.032642  0.269
15 H 0.514708 -1.136669 0.875365  0.299
16 I 2.452358 -2.047642 1.046108  -0.664

Cartesian forces (eV/Å) of the 3 atoms listed first:
0.53 2.48 -3.14
2.30 0.64 4.11
-4.18 1.05 -1.14

The total charge is -1. The value obtained for the HOMO-LUMO gap is 6.208 eV. As for the LUMO energy: 0.1225 hartree. Its molecular weight is 257.0 g/mol.